(1)
Molecular formula: C24H24AsRuS6Si
Method: DFT, ωB97M-V/def2-TZVPD

charge: +1
gap between HOMO and LUMO (spin up / spin down): 5.870 / 5.871 eV
2S+1: 1
ΔE to the lowest compared entry with this formula, charge and spin: 0.00 kJ/mol

Geometry as XYZ:
```
57
Properties=species:S:1:pos:R:3:forces:R:3
Ru 0.023272 -0.953078 -0.180180 -0.17 0.15 0.07
S -0.704087 -5.371872 5.534415 0.00 0.05 -0.02
C -0.588925 -4.361312 4.273652 -0.01 -0.09 0.05
S -1.025280 -4.825751 2.642215 0.01 0.03 -0.03
C -0.610938 -3.311661 1.886956 0.02 -0.29 -0.11
C -0.145065 -2.339735 2.698743 0.08 0.10 0.07
S 0.267680 -0.823182 2.004861 0.30 0.10 0.02
S -0.029914 -2.711721 4.400937 0.00 0.04 -0.03
S -0.777660 -3.004158 0.203446 -0.28 0.09 0.26
C -2.252313 -1.342516 -3.635855 -0.03 -0.02 0.07
C -2.686459 -1.643328 -2.365044 0.01 0.00 -0.11
C -2.328559 -0.808891 -1.297197 0.07 0.09 -0.24
C -1.512991 0.326127 -1.512803 -0.01 0.04 0.20
C -1.074103 0.595453 -2.833474 0.01 0.05 -0.03
C -1.452437 -0.213423 -3.874271 0.04 0.05 0.02
Si -0.998429 1.204075 0.046647 -0.12 -0.29 -0.12
C 0.228781 2.581229 -0.117492 -0.02 -0.08 0.06
C 1.556410 2.481929 0.301516 -0.02 0.00 -0.02
C 2.415932 3.562222 0.175354 0.03 -0.02 0.02
C 1.961541 4.748151 -0.382933 0.00 0.02 -0.01
C 0.644362 4.861676 -0.803270 -0.05 0.00 -0.02
C -0.221560 3.788175 -0.661444 0.06 -0.01 0.03
C -2.365022 1.513613 1.242828 -0.06 0.02 -0.07
C -3.697367 1.517654 0.818494 0.04 -0.03 0.04
C -4.721833 1.791656 1.712323 -0.01 0.00 0.00
C -4.426723 2.063522 3.039508 -0.01 0.00 -0.02
C -3.107227 2.073947 3.472762 0.01 0.01 0.05
C -2.082800 1.807249 2.581305 -0.01 0.02 -0.04
H -2.537592 -1.975408 -4.465810 0.00 -0.01 0.00
H -3.314400 -2.505157 -2.184528 0.00 -0.01 -0.01
H -2.775614 -0.966729 -0.325852 -0.01 -0.05 0.02
H -0.439010 1.455739 -3.011572 0.01 0.01 -0.02
H -1.130206 0.011825 -4.881813 0.00 0.01 -0.01
H 1.919500 1.555866 0.734779 0.01 0.02 0.00
H 3.439852 3.483840 0.516465 0.01 0.00 0.00
H 2.632999 5.590128 -0.484372 0.01 0.01 0.00
H 0.286801 5.787586 -1.233000 0.01 0.02 0.00
H -1.254644 3.895387 -0.972184 -0.03 0.02 -0.01
H -3.939464 1.311918 -0.217037 -0.01 0.00 -0.02
H -5.748060 1.795291 1.370937 -0.02 0.00 0.00
H -5.225214 2.275331 3.737728 -0.01 0.00 0.01
H -2.879614 2.295329 4.506793 0.01 0.00 0.01
H -1.057043 1.830750 2.930110 0.02 0.00 0.01
C 3.015100 -2.890768 0.368378 0.00 -0.03 -0.02
As 3.265679 -1.825520 -1.203411 0.03 0.12 -0.04
C 3.762751 -2.998167 -2.639103 0.00 0.01 0.00
C 4.722870 -0.612719 -0.877492 0.00 -0.02 0.01
S 1.535568 -0.661921 -1.845243 0.16 -0.12 -0.03
H 3.988543 -3.287466 0.658571 -0.02 -0.01 -0.01
H 2.321726 -3.699419 0.143997 0.00 0.02 0.01
H 2.602200 -2.268967 1.159510 0.02 0.01 0.00
H 4.700167 -3.495127 -2.393223 -0.01 0.00 0.01
H 3.876435 -2.416532 -3.552160 0.00 0.00 0.03
H 2.973765 -3.736288 -2.770822 0.00 0.01 -0.01
H 5.671189 -1.134149 -0.999472 -0.02 -0.01 0.01
H 4.640431 -0.234522 0.140156 -0.02 0.02 -0.02
H 4.656987 0.213793 -1.582343 0.00 -0.03 0.00
```
Forces are in eV/Å.

Just the Mulliken charges please, in e? Sure, here they are: Ru 0.15; S -0.17; C 0.10; S -0.06; C 0.11; C 0.09; S -0.37; S -0.04; S -0.19; C -0.51; C -0.72; C -0.03; C -0.12; C -0.50; C -0.61; Si 0.34; C 0.56; C -0.10; C -0.76; C -0.44; C -0.75; C -0.19; C 0.68; C -0.04; C -0.70; C -0.45; C -0.77; C -0.31; H 0.42; H 0.48; H 0.74; H 0.46; H 0.45; H 0.20; H 0.43; H 0.40; H 0.41; H 0.42; H 0.36; H 0.41; H 0.40; H 0.42; H 0.38; C -0.97; As 0.75; C -1.09; C -1.11; S -0.50; H 0.47; H 0.33; H 0.19; H 0.41; H 0.38; H 0.36; H 0.41; H 0.37; H 0.38

(2)
Molecular formula: C24H24BiFN5O3S
Method: DFT, ωB97M-V/def2-TZVPD

charge: +1
gap between HOMO and LUMO: 7.756 eV
2S+1: 1
ΔE to the lowest compared entry with this formula, charge and spin: 28.27 kJ/mol

Geometry as XYZ:
```
59
Properties=species:S:1:pos:R:3:forces:R:3
Bi -1.581249 0.496437 -0.662756 0.40 -0.50 -0.55
C -7.686049 -0.318463 -0.626456 0.12 -0.11 -0.12
C -6.695349 -1.116363 -1.470856 -0.39 0.38 -0.04
N -5.463949 -1.457463 -0.776456 0.00 -0.39 0.03
C -4.570349 -0.584463 -0.338156 0.93 0.06 0.87
S -3.069449 -1.282263 0.342344 -0.25 -0.33 0.19
N -4.799849 0.696837 -0.309656 -1.33 0.62 -0.68
N -3.747949 1.414537 0.078544 1.09 0.40 0.54
C -3.795849 2.546837 0.683644 -0.99 -0.68 -0.54
C -5.055149 3.290137 0.996544 -0.03 -0.27 -0.08
C -2.505349 3.024837 1.157244 0.64 0.83 0.55
C -2.382349 4.275237 1.772644 -0.13 -0.35 -0.33
C -1.187149 4.643637 2.357444 0.26 -0.26 -0.01
C -0.135249 3.737337 2.351044 -0.32 0.14 -0.04
C -0.316349 2.533037 1.695544 0.47 0.15 0.35
N -1.446449 2.193837 1.089544 -0.36 -0.12 -0.04
H -8.598449 -0.170063 -1.199556 -0.07 0.02 -0.02
H -7.267149 0.651437 -0.374756 -0.07 0.00 0.04
H -7.938749 -0.848563 0.287944 -0.02 -0.06 0.10
H -6.440449 -0.536363 -2.364056 -0.02 -0.13 0.02
H -7.148949 -2.056763 -1.785956 0.12 0.06 -0.04
H -5.220449 -2.430063 -0.675156 0.02 0.07 -0.09
H -5.907149 2.637037 0.829344 -0.01 0.00 -0.02
H -5.152149 4.150437 0.337244 -0.03 0.16 -0.03
H -5.068049 3.633637 2.028444 0.00 0.03 0.03
H -3.223449 4.947337 1.772744 -0.10 0.06 0.06
H -1.082649 5.608237 2.827844 0.00 0.11 0.05
H 0.803051 3.954737 2.835344 0.07 -0.01 0.02
H 0.464251 1.792937 1.659144 0.09 0.06 -0.01
C 4.417051 -4.389163 -1.414656 -0.08 0.09 0.22
C 4.768751 -3.224163 -0.491256 0.64 -0.53 -0.22
C 6.038251 -2.563263 -1.023356 -0.05 0.13 0.34
C 6.448451 -1.379063 -0.165256 0.04 -0.17 -0.13
C 5.302651 -0.423563 -0.046756 0.08 0.09 0.02
C 5.546651 0.916837 0.154644 -0.27 -0.08 -0.04
C 4.484751 1.812637 0.251444 -0.40 -0.20 0.01
F 4.742351 3.114937 0.430344 0.05 -0.05 0.00
C 3.185651 1.388737 0.166744 0.26 0.11 0.05
C 2.908651 0.029937 -0.042156 0.20 -0.12 0.00
C 1.525651 -0.399263 -0.148656 0.66 -0.46 -0.02
O 0.605951 0.452037 0.107844 -0.56 -0.12 -0.21
C 1.337751 -1.747863 -0.494256 -0.41 0.26 -0.08
C 2.420651 -2.591363 -0.573056 -0.19 0.07 0.12
N 3.691151 -2.221063 -0.411656 -0.41 -0.10 -0.14
C 3.974651 -0.893263 -0.169556 -0.19 0.90 0.20
C -0.020349 -2.319663 -0.877256 0.66 0.06 0.09
O -0.238049 -3.491763 -0.686756 -0.09 -0.48 0.04
O -0.796249 -1.480263 -1.470756 -0.10 0.65 -0.15
H 5.316851 -4.977763 -1.578856 0.01 -0.02 0.02
H 4.074051 -4.016163 -2.378056 -0.03 0.00 -0.09
H 3.665651 -5.054963 -1.002256 -0.08 -0.07 0.01
H 4.938251 -3.597963 0.528244 0.03 0.10 -0.15
H 5.844251 -2.222763 -2.043156 0.05 -0.06 -0.08
H 6.839651 -3.301363 -1.051556 -0.10 -0.03 -0.05
H 7.301851 -0.873163 -0.616456 0.03 0.03 0.09
H 6.753951 -1.713363 0.831244 0.01 -0.03 -0.04
H 6.559751 1.284237 0.221344 0.09 0.02 0.02
H 2.368551 2.086637 0.236944 -0.04 0.12 0.00
H 2.211251 -3.632463 -0.761856 0.07 -0.04 -0.05
```
Forces are in eV/Å.

Just the Mulliken charges please, in e? Sure, here they are: Bi 1.17; C -0.88; C -0.41; N -0.14; C 0.56; S -0.36; N -0.96; N 0.38; C 0.68; C -1.40; C 0.42; C -0.73; C -0.46; C -0.75; C -0.35; N -0.12; H 0.37; H 0.14; H 0.29; H 0.26; H 0.40; H 0.24; H 0.21; H 0.37; H 0.41; H 0.41; H 0.44; H 0.42; H 0.82; C -1.81; C 0.49; C -0.99; C -1.05; C 1.14; C -0.78; C 0.10; F -0.35; C -1.20; C 0.49; C 1.66; O -0.96; C -0.08; C -0.35; N 0.23; C -0.73; C 0.23; O -0.62; O -0.75; H 0.44; H 0.42; H 0.51; H 0.14; H 0.34; H 0.39; H 0.47; H 0.33; H 0.53; H 0.68; H 0.68